C3H6P4 | the ωB97M-V functional and the def2-TZVPD basis

For the energy, the calculation gives -40360.1897 eV. The calculation puts the energy above the lowest of the compared OMol25 structures with the same formula, charge and spin at 1.6 kcal/mol. The calculation puts the HOMO-LUMO gap at 7.37 eV.

Bonds (Å) are listed after each position.
Positions of all 13 atoms, in Å:
1 P 2.61989 -1.23268 -0.42211  P2 2.204, H8 1.495, H9 1.384
2 P 1.75218 0.42161 0.74786  P1 2.204, C3 2.051, H10 1.415
3 C -0.24598 0.22756 0.32868  P2 2.051, P4 1.797, C7 1.416
4 P -1.09678 -1.33529 0.57681  C3 1.797, P5 2.185, H11 1.461
5 P -2.97491 -0.47885 -0.14053  P4 2.185, C6 1.700
6 C -2.36497 1.10337 -0.25887  P5 1.700, C7 1.409, H12 1.068
7 C -1.03113 1.38311 0.09710  C3 1.416, C6 1.409, H13 1.071
8 H 3.99029 -1.28268 0.17330  P1 1.495
9 H 2.03056 -2.45298 -0.14214  P1 1.384
10 H 2.06803 1.27930 -0.33246  P2 1.415
11 H -0.98760 -1.99643 -0.72110  P4 1.461
12 H -2.99724 1.96177 -0.19458  C6 1.068
13 H -0.76234 2.40218 0.28803  C7 1.071

These are the natural (NBO) partial charges, in e, on atoms 1 to 4: P -0.07; P 0.27; C -0.53; P 0.29